Record 1
{
  "formula": "C5H6N",
  "method": "wB97M-V/def2-TZVPD",
  "total_charge": 1,
  "e_tot_ha": -248.4717,
  "homo_lumo_gap_ha": 0.28971,
  "species": ["N", "C", "C", "C", "C", "C", "H", "H", "H", "H", "H", "H"],
  "positions_angstrom": [[-0.381, 1.190, 0.076], [-1.567, -0.771, -0.019], [0.465, 0.057, 0.122], [-1.577, 0.807, 0.030], [1.825, 0.316, -0.079], [-0.272, -1.216, -0.008], [-2.531, 1.335, 0.034], [2.432, -0.511, 0.296], [2.083, 1.224, 0.580], [-2.555, -1.218, -0.093], [2.148, 1.054, -1.032], [-0.071, -2.266, 0.093]],
  "atomic_forces_ev_per_a": [[0.6, 1.6, 0.6], [0.1, 0.7, -0.1], [-1.1, -0.1, -2.7], [-0.1, -2.8, 0.1], [2.3, 2.4, 0.8], [-2.7, 1.6, 1.4], [0.6, 0.5, -0.1], [0.5, 0.1, -1.2], [-0.5, -0.9, -0.2], [0.5, -0.8, -0.1], [-1.1, -2.4, 1.8], [0.9, 0.0, -0.2]]
}


Record 2
{
  "formula": "C5H6N",
  "method": "wB97M-V/def2-TZVPD",
  "total_charge": 1,
  "e_tot_ha": -248.2974,
  "homo_lumo_gap_ha": [0.26460, 0.30506],
  "species": ["N", "C", "C", "C", "C", "C", "H", "H", "H", "H", "H", "H"],
  "positions_angstrom": [[-1.174, -0.291, 1.562], [-0.219, -0.156, -1.496], [-0.154, -0.009, 0.969], [2.311, -0.821, 1.671], [1.289, -0.372, 1.279], [-0.001, 0.767, -0.306], [-0.777, 1.544, -0.268], [-1.451, -0.798, 2.388], [0.545, -0.933, -1.559], [-1.200, -0.625, -1.461], [0.974, 1.257, -0.372], [-0.142, 0.438, -2.408]],
  "atomic_forces_ev_per_a": [[0.0, -0.5, 0.8], [0.0, -0.3, -0.3], [4.3, 0.1, -0.8], [2.3, -0.8, 0.7], [-4.7, 0.4, 0.2], [-1.3, 1.5, -1.2], [0.2, -0.1, -0.2], [-0.6, -0.1, 0.3], [0.0, 0.0, 0.1], [0.0, 0.0, -0.1], [-0.2, -0.2, 0.4], [-0.1, 0.0, 0.1]]
}


Record 3
{
  "formula": "C5H6N2",
  "method": "wB97M-V/def2-TZVPD",
  "e_tot_ha": -303.6361,
  "homo_lumo_gap_ha": 0.34101,
  "smiles": "Nc1cccnc1",
  "species": ["N", "N", "C", "C", "C", "C", "C", "H", "H", "H", "H", "H", "H"],
  "positions_angstrom": [[0.052, 0.219, 2.164], [1.270, 0.551, -1.287], [0.220, 0.075, -1.942], [1.186, 0.556, 0.046], [0.060, 0.127, 0.788], [-0.926, -0.409, -1.328], [-0.996, -0.438, 0.072], [-1.892, -0.824, 0.582], [2.058, 0.881, 0.560], [-1.723, -0.825, -1.924], [0.933, 0.513, 2.563], [-0.474, -0.457, 2.722], [0.232, 0.028, -3.017]],
  "atomic_forces_ev_per_a": [[0.1, 0.1, 0.7], [-0.2, -0.2, 0.7], [-0.7, -0.2, -0.1], [-1.0, -0.3, -0.5], [0.3, -0.6, -0.7], [0.3, -0.3, 1.1], [-0.4, 0.4, -0.5], [0.5, 0.2, -0.2], [0.6, 0.4, 0.5], [-0.1, 0.0, -0.1], [-0.3, -0.2, 0.1], [0.4, 0.4, -0.5], [0.4, 0.2, -0.3]]
}


Record 4
{
  "formula": "C5H6N2",
  "method": "wB97M-V/def2-TZVPD",
  "e_tot_ha": -303.5943,
  "homo_lumo_gap_ha": 0.37210,
  "smiles": "Cc1cnccn1",
  "species": ["N", "N", "C", "C", "C", "C", "C", "H", "H", "H", "H", "H", "H"],
  "positions_angstrom": [[0.013, -1.276, -0.212], [1.493, 1.244, -0.113], [2.058, -0.019, 0.039], [-0.592, -0.110, -0.230], [-2.120, -0.008, 0.058], [0.199, 1.170, -0.102], [1.353, -1.172, -0.018], [-2.539, -0.974, 0.045], [3.186, -0.090, 0.242], [-2.631, 0.800, -0.608], [-2.128, 0.461, 1.060], [-0.163, 2.118, -0.162], [1.872, -2.143, 0.000]],
  "atomic_forces_ev_per_a": [[-0.1, 1.3, 0.1], [1.1, -2.7, 1.1], [2.2, 1.2, 0.1], [-0.2, 2.2, 1.6], [1.7, 3.0, -1.0], [-0.2, -3.4, -1.3], [0.2, -1.6, -0.7], [-0.8, -0.9, -0.1], [-1.9, 0.3, -0.5], [0.7, -1.8, 0.9], [-0.4, -0.6, -0.2], [-2.3, 2.3, -0.1], [-0.1, 0.6, 0.2]]
}


Record 5
{
  "formula": "C5H6N2",
  "method": "wB97M-V/def2-TZVPD",
  "e_tot_ha": -303.4219,
  "homo_lumo_gap_ha": [0.28997, 0.30228],
  "species": ["N", "N", "C", "C", "C", "C", "C", "H", "H", "H", "H", "H", "H"],
  "positions_angstrom": [[2.836, -0.202, -0.752], [-1.891, -0.428, 0.131], [1.689, -0.105, -0.554], [0.429, 0.654, -0.160], [-0.586, -0.611, -0.253], [0.219, -1.528, -0.652], [0.471, 1.296, 1.098], [0.528, -2.495, -0.986], [-2.534, -1.165, -0.112], [-2.273, 0.498, 0.010], [-0.448, 1.449, 1.649], [1.403, 1.406, 1.632], [0.158, 1.232, -1.050]],
  "atomic_forces_ev_per_a": [[-0.4, -0.1, 0.0], [-0.2, -0.2, 0.0], [0.1, 0.5, 0.1], [-0.7, -1.7, -1.4], [0.5, 1.9, 0.4], [0.7, -1.1, -0.4], [0.1, 0.6, 1.2], [-0.3, -0.2, 0.0], [0.0, 0.1, 0.0], [0.1, -0.1, 0.0], [0.0, 0.1, -0.1], [0.0, 0.0, 0.0], [0.0, 0.3, 0.1]]
}


Record 6
{
  "formula": "C5H6N2",
  "method": "wB97M-V/def2-TZVPD",
  "e_tot_ha": -303.4639,
  "homo_lumo_gap_ha": [0.27563, 0.29947],
  "species": ["N", "N", "C", "C", "C", "C", "C", "H", "H", "H", "H", "H", "H"],
  "positions_angstrom": [[-1.833, 0.097, 2.393], [0.835, 0.261, 0.038], [-0.084, -0.781, 0.652], [0.890, 1.609, 0.200], [-1.051, -0.252, 1.627], [-0.589, -1.013, -0.818], [0.602, -0.195, -1.189], [0.299, 2.119, -0.545], [0.448, -1.638, 1.068], [1.062, 0.206, -2.081], [1.605, 2.113, 0.827], [-1.560, -0.502, -0.962], [-0.625, -2.025, -1.206]],
  "atomic_forces_ev_per_a": [[0.2, 0.0, -0.1], [-0.2, 0.0, 0.2], [-0.2, 0.3, 0.2], [0.1, 0.4, 0.0], [0.1, -0.2, -0.2], [0.0, -0.4, -0.1], [-0.2, -0.2, -0.6], [0.5, 0.5, -0.1], [0.0, 0.2, 0.0], [-0.2, 0.0, 0.0], [-0.2, -0.2, 0.4], [0.3, -0.1, 0.0], [-0.2, -0.2, 0.1]]
}


Record 7
{
  "formula": "C5H6N2O",
  "method": "wB97M-V/def2-TZVPD",
  "e_tot_ha": -378.6949,
  "homo_lumo_gap_ha": 0.35860,
  "smiles": "c1ncn2c1CCO2",
  "species": ["O", "N", "N", "C", "C", "C", "C", "C", "H", "H", "H", "H", "H", "H"],
  "positions_angstrom": [[-0.859, -1.313, -0.407], [0.361, -0.752, -0.327], [2.343, -0.325, -0.007], [1.584, -1.316, -0.096], [-1.687, -0.421, 0.259], [0.406, 0.557, -0.402], [-1.072, 0.998, -0.271], [1.656, 0.974, -0.121], [2.055, 2.016, 0.331], [-1.121, 1.805, 0.570], [-1.202, -0.324, 1.458], [1.886, -2.250, 0.176], [-1.463, 1.142, -1.334], [-2.884, -0.792, 0.169]],
  "atomic_forces_ev_per_a": [[-1.2, -2.1, -0.7], [0.2, -3.2, -0.7], [4.1, 5.0, 1.0], [-2.4, 2.6, -0.6], [0.0, 2.0, 3.3], [-2.7, 2.5, 1.4], [-0.5, -0.3, -0.1], [1.9, -1.1, 1.2], [-0.8, -3.0, -1.7], [-0.5, -1.1, -2.2], [-2.1, -0.8, -2.8], [0.1, -2.7, 0.1], [0.1, 0.8, 1.6], [3.7, 1.4, 0.2]]
}


Record 8
{
  "formula": "C5H6N2O",
  "method": "wB97M-V/def2-TZVPD",
  "e_tot_ha": -378.7046,
  "homo_lumo_gap_ha": 0.34885,
  "species": ["O", "N", "N", "C", "C", "C", "C", "C", "H", "H", "H", "H", "H", "H"],
  "positions_angstrom": [[3.175, 0.177, -0.852], [-3.424, 1.799, -0.292], [1.887, 0.738, -0.388], [-0.285, -0.070, 0.251], [-0.920, 0.903, -0.275], [-2.293, 1.279, -0.146], [1.164, -0.306, -0.121], [-0.926, -1.223, 0.957], [-0.722, -1.346, 2.050], [-0.532, -2.054, 0.450], [3.633, 1.019, -1.198], [-2.055, -0.949, 0.790], [-0.248, 1.630, -0.813], [1.546, -1.597, -0.411]],
  "atomic_forces_ev_per_a": [[-0.3, 3.2, -0.5], [8.2, -4.0, 1.4], [1.0, -4.0, 0.0], [2.9, -4.2, 1.6], [-0.2, 4.4, -1.8], [-8.0, 3.9, -1.5], [0.6, -0.9, -1.4], [-2.5, 2.3, 0.9], [0.0, 0.4, -0.9], [-0.3, -1.6, -0.6], [-0.9, -2.0, 0.8], [1.8, -1.6, 0.6], [-1.2, -0.5, 0.2], [-1.0, 4.4, 1.2]]
}